{
  "formula": "C41H81N13O6P3S2",
  "method": "ωB97M-V/def2-TZVPD",
  "spin_multiplicity": 1,
  "orbital_gap_ev": 6.54,
  "charge": 1,
  "energy_ha": -4593.9013,
  "homo_ha": -0.3557,
  "species": ["C", "C", "C", "C", "C", "N", "C", "N", "C", "C", "C", "C", "S", "C", "N", "N", "C", "O", "P", "C", "C", "N", "C", "C", "C", "C", "O", "C", "C", "C", "C", "C", "S", "C", "N", "N", "C", "O", "O", "C", "C", "C", "C", "H", "H", "H", "H", "H", "H", "H", "H", "H", "H", "H", "H", "H", "H", "H", "H", "H", "H", "H", "H", "H", "H", "H", "H", "H", "H", "H", "H", "H", "H", "H", "H", "H", "H", "H", "H", "H", "H", "H", "H", "H", "H", "H", "H", "H", "O", "P", "N", "C", "C", "N", "C", "C", "N", "C", "C", "H", "H", "H", "H", "H", "H", "H", "H", "H", "H", "H", "H", "H", "H", "H", "H", "H", "H", "O", "P", "N", "C", "C", "N", "C", "C", "N", "C", "C", "H", "H", "H", "H", "H", "H", "H", "H", "H", "H", "H", "H", "H", "H", "H", "H", "H", "H"],
  "positions_angstrom": [[-4.95169, 5.78171, -1.46402], [-4.89739, 4.67245, -1.92540], [-4.70320, 3.42203, -2.58375], [-3.22257, 3.09718, -2.76610], [-3.11641, 2.20091, -3.98349], [-1.74365, 1.93343, -4.43286], [-0.96884, 1.27556, -3.47544], [-0.00267, 1.90471, -2.90806], [0.22430, 3.33145, -3.30904], [1.27891, 4.05535, -2.51413], [0.82422, 4.42244, -1.10092], [-0.00656, 5.71256, -1.08113], [-1.70281, 5.52943, -0.45621], [-1.58892, 5.16504, 1.21026], [-2.19107, 5.76605, 2.06073], [-1.93919, 5.20999, 3.26247], [-1.16826, 4.27270, 3.04824], [-0.88616, 4.15668, 1.80212], [1.14191, 1.17285, -1.71413], [0.34358, 0.87179, -0.09838], [1.88411, -0.34151, -2.40220], [-1.13461, -0.09035, -3.13304], [-2.30484, -0.28195, -2.21627], [-2.14472, -1.38414, -1.16198], [-2.44431, -0.91267, 0.28166], [-3.55266, -1.65584, 0.95259], [-4.78933, -0.98821, 0.77330], [-1.30453, -0.80923, -4.42128], [-1.58070, -2.28539, -4.32289], [-0.25217, -3.04150, -4.22326], [-0.01242, -3.75641, -2.91239], [1.15826, -4.70408, -3.12609], [1.62769, -5.62374, -1.64751], [0.67193, -5.12406, -0.27489], [1.18875, -4.82772, 0.78410], [0.20556, -4.55497, 1.68016], [-0.83443, -4.66885, 1.06982], [-0.65836, -5.03413, -0.16348], [-2.23120, -0.17472, -5.25376], [-1.71988, 1.04797, -5.62528], [-2.44919, 1.64049, -6.80274], [-1.83462, 1.13549, -7.98949], [-1.32389, 0.70911, -8.99303], [-5.11910, 6.75207, -1.12360], [-5.17900, 3.51685, -3.54533], [-5.22829, 2.62481, -2.08838], [-2.75333, 4.04670, -2.93222], [-2.81749, 2.65423, -1.87224], [-3.65838, 1.29912, -3.74417], [-3.69598, 2.67530, -4.74867], [-0.67010, 3.91947, -3.30357], [0.55182, 3.29872, -4.33237], [2.22360, 3.56239, -2.53645], [1.44967, 4.99220, -3.02769], [0.20708, 3.62375, -0.73581], [1.70268, 4.50222, -0.49348], [-0.06113, 6.19821, -2.03951], [0.49621, 6.39738, -0.42310], [-0.84250, 3.67027, 3.85720], [1.00720, 1.27279, 0.64030], [0.31715, -0.18886, 0.07312], [-0.62670, 1.31533, 0.00451], [2.89222, -0.49183, -2.05290], [1.27249, -1.21072, -2.21155], [1.92710, -0.22563, -3.47285], [-2.56829, 0.61598, -1.69099], [-3.15846, -0.50815, -2.83269], [-1.19151, -1.87282, -1.20277], [-2.90615, -2.11467, -1.37845], [-1.55543, -1.11950, 0.85133], [-2.57189, 0.15147, 0.34694], [-3.56221, -2.69293, 0.62307], [-3.34199, -1.67199, 2.01294], [-5.35622, -1.30653, 1.46690], [-0.35482, -0.72010, -4.93344], [-2.29771, -2.56483, -3.57215], [-2.01520, -2.55945, -5.26515], [0.59920, -2.40760, -4.41492], [-0.24049, -3.78958, -4.99627], [0.34498, -3.06466, -2.17424], [-0.86954, -4.31378, -2.57734], [1.98494, -4.05845, -3.37132], [1.00640, -5.34237, -3.97807], [-1.77217, -4.50539, 1.53438], [-0.67786, 0.99353, -5.91216], [-2.22904, 2.69325, -6.79640], [-3.50602, 1.45801, -6.78381], [-1.01776, 0.37404, -9.93152], [-2.99362, 0.09476, 4.44541], [-3.45908, 0.08049, 5.89031], [-2.80281, 1.59592, 6.42636], [-1.37055, 1.80410, 6.51379], [-3.42460, 2.71749, 5.73232], [-2.61218, -1.34805, 6.37946], [-1.44762, -1.35213, 7.23197], [-2.52478, -2.40244, 5.38195], [-4.42832, -0.03585, 7.29248], [-4.43947, 0.85031, 8.44632], [-5.28081, -1.21043, 7.43496], [-1.15873, 2.85503, 6.71803], [-0.83675, 1.51723, 5.59489], [-0.94142, 1.26288, 7.35565], [-4.50904, 2.57818, 5.68227], [-3.05278, 2.82362, 4.70643], [-3.24825, 3.65124, 6.26864], [-0.55249, -0.98277, 6.71274], [-1.23727, -2.36679, 7.57673], [-1.61176, -0.76222, 8.13609], [-1.70788, -2.23594, 4.67013], [-3.45587, -2.47338, 4.81704], [-2.37165, -3.36880, 5.86639], [-3.47476, 0.85011, 8.95524], [-5.19317, 0.52385, 9.16496], [-4.69701, 1.87301, 8.18126], [-4.87233, -1.89485, 8.18253], [-5.36422, -1.75128, 6.49327], [-6.29531, -0.93058, 7.72834], [5.45429, -1.32812, -1.96007], [6.25469, -2.11833, -0.94126], [5.41857, -1.63695, 0.50408], [5.47014, -0.26856, 0.98117], [4.04510, -2.10718, 0.48308], [7.79008, -1.37336, -1.23775], [8.42671, -0.43938, -0.34094], [8.07032, -1.02950, -2.62726], [7.04462, -3.38385, -0.10926], [6.99704, -3.68296, 1.31330], [7.97201, -4.21905, -0.86360], [4.76138, -0.13239, 1.79935], [5.23771, 0.46884, 0.19944], [6.44354, -0.03594, 1.41074], [3.95454, -3.14963, 0.16298], [3.42043, -1.49653, -0.18745], [3.62425, -2.06327, 1.48975], [7.93364, 0.54273, -0.34632], [9.46890, -0.29008, -0.63134], [8.45822, -0.82353, 0.68090], [7.61888, -0.07157, -2.91891], [7.69000, -1.79678, -3.29940], [9.14881, -0.97049, -2.78894], [7.40760, -2.86325, 1.90468], [7.58632, -4.57551, 1.53053], [5.98778, -3.89514, 1.65879], [9.00592, -3.98016, -0.60225], [7.85244, -4.06890, -1.93544], [7.79469, -5.28004, -0.67241]],
  "mulliken_charge": [-0.168, -0.513, -1.012, -0.277, -0.580, 0.390, -1.999, 0.918, 0.014, -2.206, 0.605, -1.259, -0.047, 0.276, -0.258, -0.437, -0.048, -0.170, 0.208, -1.210, -0.611, 1.940, -0.466, 0.181, -0.877, -0.638, -0.588, -0.293, -1.204, -1.174, -0.071, -0.922, -0.262, 0.461, -0.182, -0.489, -0.063, -0.273, -0.485, -0.532, -0.131, -1.239, 0.028, 0.418, 0.441, 0.509, 0.378, 0.222, 0.142, 0.948, 0.141, 0.420, 0.552, 0.650, -0.580, 0.581, 0.552, 0.535, 0.565, 0.807, 0.311, 0.153, 0.347, -0.188, 0.376, 0.000, 0.568, -1.003, 0.834, 0.304, 0.468, 0.376, 0.070, 0.350, 0.746, 0.445, 0.475, 0.442, 0.658, -0.240, 0.563, 0.412, 0.586, 0.588, 0.435, 0.343, 0.498, 0.487, -0.866, 0.798, 0.219, -1.102, -1.134, 0.209, -1.034, -1.131, 0.059, -0.815, -1.094, 0.405, 0.243, 0.321, 0.436, 0.175, 0.384, 0.333, 0.347, 0.251, 0.359, 0.270, 0.382, 0.249, 0.398, 0.259, 0.328, 0.319, 0.426, -0.884, 0.946, 0.251, -1.215, -1.334, 0.200, -1.034, -1.095, 0.074, -0.781, -1.107, 0.394, 0.335, 0.331, 0.471, 0.113, 0.459, 0.325, 0.361, 0.237, 0.282, 0.345, 0.373, 0.245, 0.398, 0.217, 0.325, 0.332, 0.420]
}